The following is a DFT calculation (wB97M-V/def2-TZVPD) of C4H5NO2S in the gas phase.

XYZ file:
```
13
Properties=species:S:1:pos:R:3:forces:R:3
C -1.09111 -0.60496 -0.27701 0.841 1.771 0.610
C -1.42971 0.56423 0.36664 -0.740 -1.999 -0.763
C 0.96122 0.20068 0.07614 -1.113 1.508 1.230
C 2.39650 0.33300 0.07759 1.055 1.503 -2.481
N 0.27623 -0.74217 -0.37988 -1.517 -3.178 -1.642
O -1.97579 -1.50730 -0.82105 1.884 -0.995 0.513
O -2.68710 0.88739 0.76394 0.934 1.422 0.629
S -0.03807 1.48606 0.68219 0.146 0.830 0.743
H 2.88132 0.41474 1.00160 0.468 -0.679 1.686
H 2.83388 -0.44435 -0.59840 -0.119 0.932 0.634
H 2.54276 1.40230 -0.27871 0.432 -1.304 -0.370
H -1.40010 -2.32487 -0.89155 -1.225 1.025 -0.112
H -3.26999 0.33528 0.27852 -1.044 -0.837 -0.676
```
Forces are in eV/Å.

The calculation puts the HOMO energy at -8.02 eV. As for the HOMO-LUMO gap: 8.688 eV. The calculation puts the energy relative to the best compared isomer or geometry (same formula, charge and spin) at 39.49 kcal per mole. As for the SMILES: Cc1nc(O)c(O)s1.

Results of the Löwdin charge analysis, in e, for atoms 1 through 4: atom 1 (C): -0.40, atom 2 (C): -0.58, atom 3 (C): -0.70, atom 4 (C): -0.09